Entry from OMol25: an isolated molecule of C2HNO at a distorted geometry (the ωB97M-V functional and the def2-TZVPD basis).

Properties
relative energy (zero: lowest compared OMol25 entry of this formula, charge and spin): 438.0 kJ/mol
spin multiplicity: 1
E_HOMO: -10.35 eV
frontier orbital gap: 9.3 eV
total charge: 0
SMILES: C#CN=O

Last column: natural (NBO) charge in e.
Cartesian coordinates (Å):
C: 0.143 -0.234 -0.339  -0.24
C: 0.463 -0.769 -1.381  -0.04
N: 0.935 -1.719 -2.666  0.23
O: 2.091 -1.792 -2.882  -0.18
H: -0.001 0.097 0.640  0.23